Formula: C2
Source: the Open Molecules 2025 dataset
Level of theory: wB97M-V/def2-TZVPD

E_LUMO: -4.73 eV
largest force on an atom: 0.1581 Eh/bohr
HOMO: -10.898 eV

The geometry in ORCA input format:
```
! RIJCOSX wB97M-V def2-TZVPD def2/J DEFGRID3
* xyz 0 1
C 0.04240 0.11486 0.70799
C -0.04240 -0.11486 -0.70799
*
```

Formula: C2
Source: the Open Molecules 2025 dataset
Level of theory: wB97M-V/def2-TZVPD

E_LUMO: -2.52 eV
largest force on an atom: 0.0784 Eh/bohr
HOMO: -8.020 eV

The geometry in ORCA input format:
```
! RIJCOSX wB97M-V def2-TZVPD def2/J DEFGRID3
* xyz 0 1
C -0.44342 -1.14381 0.61658
C 0.44342 1.14381 -0.61658
*
```

Formula: C20H10Cl5HfN2O3S
Source: the Open Molecules 2025 dataset
Level of theory: wB97M-V/def2-TZVPD

E_LUMO (spin up / spin down): -0.32 / -0.32 eV
largest force on an atom: 0.0105 Eh/bohr
HOMO (spin up / spin down): -5.664 / -7.930 eV

The geometry in ORCA input format:
```
! RIJCOSX wB97M-V def2-TZVPD def2/J DEFGRID3
* xyz 0 2
Hf 0.50233 -0.11241 -0.63663
O 0.22118 0.67595 1.31864
N -0.69209 1.66609 1.32243
C -1.62182 1.62684 2.29887
C -2.58260 2.59228 2.38276
C -2.58411 3.61857 1.43506
C -1.63721 3.62857 0.44101
C -0.66584 2.62266 0.35952
S 0.48926 2.52106 -0.91240
H -1.52866 0.78247 2.96488
H -3.32380 2.53743 3.16504
H -3.33728 4.39336 1.47053
H -1.62817 4.39061 -0.32355
Cl 6.64580 2.76809 -2.76078
C 5.21521 1.80890 -2.59744
C 4.86999 1.30927 -1.35516
C 3.72469 0.54291 -1.26757
Cl 3.21716 -0.08284 0.28307
C 2.88622 0.25803 -2.34745
O 1.77507 -0.45823 -2.19760
C 3.27974 0.79781 -3.58089
Cl 2.27533 0.49870 -4.94808
C 4.42590 1.55864 -3.70812
H 5.47103 1.51325 -0.48151
H 4.69656 1.95998 -4.67408
Cl -4.33617 0.43626 -0.48803
C -3.43271 -0.89002 0.15529
C -4.03482 -1.80013 1.01726
C -3.30253 -2.84486 1.54233
Cl -4.09590 -3.97054 2.59915
C -1.93530 -3.01941 1.25311
C -1.10724 -4.07364 1.72841
C 0.22549 -4.12370 1.30986
C 0.75664 -3.14593 0.50910
N 0.00912 -2.07074 0.07859
C -1.34753 -2.06623 0.39802
C -2.09307 -1.02723 -0.18272
O -1.45326 -0.18955 -1.02679
H -5.08042 -1.68709 1.26549
H -1.51920 -4.83080 2.37704
H 0.86196 -4.94080 1.62031
H 1.79107 -3.17361 0.19301
*
```

Formula: C20H10ClGaN5O
Source: the Open Molecules 2025 dataset
Level of theory: wB97M-V/def2-TZVPD

E_LUMO: -4.71 eV
largest force on an atom: 0.0027 Eh/bohr
HOMO: -11.898 eV

The geometry in ORCA input format:
```
! RIJCOSX wB97M-V def2-TZVPD def2/J DEFGRID3
* xyz 1 1
Ga -0.06409 0.04859 -0.01542
Cl 4.58080 -3.86332 3.60715
C 3.63770 -2.95054 2.48961
C 3.89238 -3.05411 1.11644
C 3.15828 -2.32765 0.20900
C 2.12635 -1.48379 0.62547
O 1.47997 -0.81000 -0.33853
C 1.86354 -1.37581 2.01794
C 0.91786 -0.47301 2.58710
N 0.01331 0.16272 1.90684
C -0.74872 1.26219 2.37482
C -1.22716 1.45025 3.63959
C -1.96332 2.61539 3.94435
C -2.21059 3.56233 2.99223
C -1.73847 3.38640 1.66949
C -1.96739 4.30406 0.62201
C -1.48556 4.04790 -0.63419
C -0.80231 2.85461 -0.87141
N -0.56723 1.97299 0.08889
C -1.01503 2.22382 1.36424
C 2.65146 -2.11502 2.93132
H 4.68077 -3.71065 0.77346
H 3.35891 -2.39938 -0.85085
H 0.99316 -0.27599 3.65544
H -1.06166 0.70476 4.40686
H -2.34148 2.74536 4.94857
H -2.78277 4.44918 3.22969
H -2.53739 5.20255 0.82078
H -1.65355 4.72952 -1.45439
H -0.45172 2.60307 -1.86416
H 2.46240 -2.01808 3.99290
N -1.60860 -0.58791 -0.90808
C -2.70912 -0.40620 -0.50972
C -3.95287 -0.08965 -0.09382
C -4.78658 -1.05074 0.54513
N -5.45382 -1.82082 1.07660
C -4.27980 1.29415 -0.19627
N -4.44253 2.43226 -0.26109
*
```

Formula: C20H12AsF6I2N3O11S4Ta
Source: the Open Molecules 2025 dataset
Level of theory: wB97M-V/def2-TZVPD

E_LUMO: -6.37 eV
largest force on an atom: 0.0953 Eh/bohr
HOMO: -10.721 eV

The geometry in ORCA input format:
```
! RIJCOSX wB97M-V def2-TZVPD def2/J DEFGRID3
* xyz 1 1
Ta 5.22149 3.22816 16.81268
I 5.97658 1.24543 13.09335
C 3.94207 1.35857 13.48347
C 3.05111 0.45737 12.86999
C 1.72183 0.47799 13.21601
I 0.55715 -1.37654 13.08129
C 1.12751 1.64736 13.82418
C -0.23186 1.66637 14.21971
C -0.63712 2.63362 15.09562
C 0.30137 3.64640 15.41010
N 1.55892 3.66085 15.08936
C 2.03763 2.61504 14.38915
C 3.42343 2.25716 14.42689
O 4.22904 3.02279 15.22820
H 3.37568 -0.33524 12.23966
H -1.01368 1.02139 13.76812
H -1.67906 2.66395 15.48497
H 0.01454 4.47676 16.01406
F 6.44097 7.71337 19.01289
C 6.71933 7.42667 17.64188
F 7.86991 8.09237 17.26827
F 5.68898 7.78352 16.80532
S 6.89987 5.36234 17.50297
O 6.39385 4.25656 18.39627
O 5.77333 5.25279 16.39675
N 8.35991 5.12329 16.69299
S 8.33409 3.88009 15.72729
O 7.22149 2.84686 16.04588
O 8.52386 4.34704 14.37602
C 9.88223 2.87757 16.37119
F 10.90494 3.76174 16.57783
F 9.67369 2.25236 17.56974
F 10.18757 1.90185 15.51538
O 5.36615 0.91938 20.42359
As 4.06146 1.43847 19.36034
O 3.16403 0.09345 18.85630
O 5.34664 1.74960 17.99409
C 3.61773 3.02867 20.51907
C 4.08310 2.98475 21.83819
C 3.75203 4.03378 22.60277
C 2.60509 4.81196 22.31813
C 2.22492 5.06193 21.02241
C 2.83713 4.15374 20.12622
S 2.38541 4.40629 18.41334
O 3.57771 3.60639 17.76138
O 1.16672 3.83589 18.00445
O 2.73128 5.80871 18.16477
H 5.35570 -0.02361 20.31796
H 4.69654 2.21049 22.21665
H 4.36698 4.38122 23.45694
H 2.20542 5.34427 23.16035
H 1.58044 5.86067 20.69084
S -0.26567 7.62931 15.44042
C -0.40532 8.45175 13.87441
C 0.89818 8.69782 13.43245
N 1.90123 8.23513 14.22482
C 1.47117 7.64128 15.30823
H -1.34627 8.72605 13.35577
H 1.16398 9.33968 12.56671
H 2.06598 7.25054 16.11742
*
```

Formula: C20H12Cl3N7Pd
Source: the Open Molecules 2025 dataset
Level of theory: wB97M-V/def2-TZVPD

E_LUMO (spin up / spin down): -7.73 / -10.79 eV
largest force on an atom: 0.0695 Eh/bohr
HOMO (spin up / spin down): -13.928 / -14.327 eV

The geometry in ORCA input format:
```
! RIJCOSX wB97M-V def2-TZVPD def2/J DEFGRID3
* xyz 2 3
Pd -6.88513 2.22647 -14.13579
C -4.35321 -1.45699 -13.07435
C -5.06913 -0.29005 -12.97050
N -5.70697 0.17786 -14.03984
C -5.48427 -0.46771 -15.19089
C -4.75368 -1.61751 -15.28070
N -4.16743 -2.15847 -14.23164
C -6.07932 0.14716 -16.40820
C -6.00428 -0.43389 -17.70443
C -6.65712 0.16461 -18.82525
C -7.42532 1.33353 -18.53287
C -7.41321 1.88138 -17.24147
N -6.72592 1.29519 -16.14669
C -8.10679 3.12088 -16.95847
C -8.84123 3.86637 -17.82391
N -9.62896 4.91379 -17.56338
C -9.54002 5.26841 -16.27318
C -8.76296 4.61913 -15.32863
N -8.09684 3.51425 -15.67758
C -6.57963 -0.30063 -20.21593
C -5.78031 -1.38051 -20.59458
C -5.55429 -1.71207 -21.95422
N -6.19921 -1.10946 -22.90849
C -6.96387 -0.07847 -22.64975
C -7.23875 0.37354 -21.32218
H -3.82143 -1.81452 -12.25863
H -4.99750 0.24469 -12.03807
H -4.62717 -2.14274 -16.24858
H -5.39948 -1.29249 -17.79076
H -7.97696 1.93302 -19.25812
H -8.78051 3.61533 -18.84974
H -10.03662 6.16838 -15.88757
H -8.62034 4.92567 -14.31710
H -5.18664 -1.93908 -19.84544
H -4.89486 -2.45916 -22.28176
H -7.35722 0.46908 -23.50577
H -7.82790 1.33782 -21.28090
Cl -6.91243 5.14186 -8.70866
C -7.85956 4.12155 -9.86340
Cl -7.86521 2.55564 -9.01045
Cl -9.33460 5.09111 -9.99232
C -7.32560 3.90955 -11.21600
N -6.92299 3.52613 -12.22546
*
```

Formula: C20H12IrNO2S2
Source: the Open Molecules 2025 dataset
Level of theory: wB97M-V/def2-TZVPD

E_LUMO: -0.89 eV
largest force on an atom: 0.0096 Eh/bohr
HOMO: -7.553 eV

The geometry in ORCA input format:
```
! RIJCOSX wB97M-V def2-TZVPD def2/J DEFGRID3
* xyz 0 1
Ir -0.70292 0.70936 0.55251
S 3.66959 1.56684 0.78542
C 3.39403 0.09909 1.68368
C 4.31006 -0.68949 2.37131
C 3.83527 -1.81941 3.00820
C 2.47835 -2.16151 2.96270
C 1.56580 -1.38307 2.28094
C 2.04165 -0.24273 1.64029
N 1.28582 0.65721 0.90346
C 1.99747 1.63425 0.39463
C 1.27433 2.59006 -0.41485
C 1.83069 3.68488 -1.06818
C 1.01321 4.48541 -1.84536
C -0.34051 4.17839 -1.96283
C -0.88982 3.08323 -1.30842
C -0.09183 2.27018 -0.51097
H 5.35876 -0.42744 2.40712
H 4.52556 -2.45127 3.55074
H 2.13963 -3.05451 3.47027
H 0.51280 -1.63242 2.23289
H 2.88782 3.90585 -0.97339
H 1.42414 5.34087 -2.36398
H -0.97616 4.80227 -2.57867
H -1.94396 2.85808 -1.41332
O -1.95216 -0.86639 1.80205
C -2.59010 -0.52381 0.78052
O -2.79769 0.73368 0.49392
C -2.87954 -1.50629 -0.30707
C -4.04175 -2.25219 -0.39720
C -4.21924 -3.13018 -1.45694
C -3.22891 -3.24751 -2.42198
C -2.06693 -2.49543 -2.33579
C -1.87887 -1.61911 -1.27204
S -0.34968 -0.72454 -1.17088
H -4.80682 -2.14566 0.36142
H -5.12639 -3.71457 -1.52996
H -3.36093 -3.92670 -3.25428
H -1.30077 -2.58541 -3.09596
*
```

Formula: C20H13BrCl5KN4OS
Source: the Open Molecules 2025 dataset
Level of theory: wB97M-V/def2-TZVPD

E_LUMO: -0.59 eV
largest force on an atom: 0.0056 Eh/bohr
HOMO: -6.649 eV

The geometry in ORCA input format:
```
! RIJCOSX wB97M-V def2-TZVPD def2/J DEFGRID3
* xyz 0 1
K 0.20031 -2.75026 -0.27454
C 5.16332 2.20120 -4.11392
N 4.06103 2.38812 -3.19640
C 2.82975 2.96151 -3.49560
C 2.08040 2.92323 -2.38345
N 2.86890 2.32699 -1.40003
C 4.09852 1.98465 -1.90250
S 5.34309 1.21451 -1.10541
C 2.40803 2.01474 -0.10571
C 2.15597 2.95176 0.79463
C 1.47535 2.79940 2.07173
C 0.27654 2.37603 2.40890
C 1.94609 -0.46869 0.14300
N 2.12781 0.67277 0.08559
H 4.95424 2.75682 -5.02478
H 5.29188 1.14404 -4.34546
H 6.08249 2.56383 -3.65755
H 2.60153 3.33204 -4.47830
H 1.05999 3.19720 -2.17717
H 2.47906 3.95152 0.52567
H 1.94082 3.27404 2.94239
H -0.84925 0.37032 2.56315
H -1.15617 -0.39681 0.79141
Cl -0.81479 0.86018 1.14002
C -0.69288 1.57808 -0.68949
C -3.53530 1.01444 0.81411
C -3.60418 0.03677 -0.06166
Cl -5.37685 -0.01886 -0.16290
C -2.80846 -0.86003 -0.88264
Cl -3.35133 -2.51419 -0.86117
C -1.80403 -0.45101 -1.67915
Cl -1.07265 -1.60806 -2.78870
C -1.22989 0.87843 -1.68695
Cl -1.19367 1.57975 -3.34546
O -4.57519 -4.29936 4.32261
C -3.54906 -3.92532 3.53839
C -2.95460 -2.66863 3.60184
C -1.90959 -2.39573 2.74499
N -1.44062 -3.27019 1.84522
C -2.02778 -4.45074 1.81850
Br -1.36103 -5.67159 0.50887
C -3.07048 -4.85559 2.62125
H -4.83372 -3.57584 4.90515
H -3.29518 -1.91191 4.29679
H -1.42749 -1.42171 2.78949
H -3.51096 -5.83786 2.54522
*
```

The calculation returns the following E values, one per record and in order: -75.8429; -75.5941; -3850.6955; -3501.9668; -6841.0277; -2660.3857; -1875.3267; -6936.7182 hartree.